152
Properties=species:S:1:pos:R:3:lowdin_charge:R:1 method="wB97M-V/def2-TZVPD" de_lowest_kj_mol=129.5 homo_lumo_gap_ev=8.08 max_force_ha_per_bohr=0.0720
H -2.361 4.405 5.492 0.078
C 3.348 2.528 -1.611 -0.107
H -0.878 3.230 4.222 0.101
H -2.550 4.371 -3.905 0.094
H -3.900 -1.564 -3.470 0.049
H -4.270 4.429 -3.521 0.071
H -5.313 2.485 -2.192 0.082
H -2.510 2.073 8.364 0.085
C 1.503 1.363 -5.127 -0.230
C 3.598 2.869 -6.125 -0.132
F 2.374 3.225 -8.113 0.130
H -2.580 -3.600 4.489 0.085
C 2.384 4.664 -0.948 -0.130
H -2.441 4.258 7.245 0.086
C 4.903 -0.888 -3.924 -0.204
H -3.697 3.394 -4.812 0.086
C 5.515 -0.998 3.750 -0.703
C -2.758 -5.936 -1.186 -0.066
H 4.767 -5.848 -2.067 0.104
O 2.303 0.806 0.247 -0.175
C 2.850 -3.378 -0.800 -0.025
C -3.906 7.157 -0.147 -0.039
H -1.674 4.718 1.888 0.098
C -4.243 -3.038 -1.942 -0.249
C 6.421 -1.417 -1.675 -0.148
C 0.385 -3.092 -0.784 -0.499
H -4.925 1.472 -3.581 0.087
H 4.356 1.704 2.091 0.125
O -1.385 -0.086 1.293 -0.346
H -1.724 -4.981 -2.818 0.110
H -4.490 3.036 7.086 0.084
C -3.235 2.611 -2.848 -0.525
S 1.234 -0.564 -2.108 0.442
H -4.252 4.650 -1.507 0.107
C 3.986 -4.082 -1.147 -0.063
C 6.020 -1.710 -4.029 -0.129
C 3.440 -0.233 2.111 -0.134
C -1.382 3.196 0.466 -0.353
C 2.256 0.101 1.284 -0.636
C -2.622 0.388 4.678 0.026
F 7.825 -2.806 -2.972 0.130
C -2.817 -1.750 3.388 -0.526
H -3.470 -5.174 -3.076 0.120
C 6.778 -1.982 -2.895 -0.128
H 6.210 1.022 3.576 0.096
N -0.697 -3.474 -1.429 0.122
F 5.686 2.329 -1.698 0.111
F 4.763 2.446 -4.130 0.094
F 6.364 -2.249 -5.202 0.123
C 2.270 3.332 -1.310 -0.227
H -2.883 7.498 -0.282 0.091
H -4.471 3.025 5.319 0.088
C -2.056 3.796 6.340 -0.062
C -2.702 -4.937 -2.336 -0.207
C -2.334 -0.311 3.513 -0.071
H -4.304 6.879 -1.119 0.077
Ge 2.860 0.772 -2.484 0.776
H 2.530 -6.773 -2.579 0.103
H -5.852 5.191 0.138 0.078
C -3.432 4.232 -0.946 0.033
H 4.587 -2.935 3.786 0.096
H -2.103 0.757 -2.947 0.006
H -2.551 1.412 -4.507 0.095
H -5.979 6.328 1.478 0.085
F 0.480 0.642 -4.672 0.047
H -4.378 1.000 -1.973 0.073
H -1.252 2.163 -3.587 0.086
C -4.148 2.490 6.210 -0.040
H -4.942 -3.851 -1.736 0.123
O -1.070 1.433 -1.001 -0.405
C 4.544 -1.924 3.413 -0.134
C -4.352 -1.750 3.356 -0.033
H -4.626 1.515 6.208 0.078
C 3.495 -1.533 2.604 -0.005
C -3.456 3.777 -3.823 -0.043
H -1.970 -5.716 -0.471 0.068
H -2.366 6.836 2.075 0.087
C 3.651 2.292 -4.866 -0.224
H -2.621 -6.945 -1.564 0.074
I 7.093 -1.582 5.030 0.841
H -2.738 -2.010 1.238 0.046
C 4.534 -0.307 -2.725 -0.115
C 1.410 1.913 -6.402 -0.130
C -1.853 -2.847 -1.492 -0.627
F 5.991 4.954 -1.061 0.126
F 1.046 2.757 -1.401 0.022
F 4.614 3.601 -6.587 0.122
C 1.592 -3.886 -1.104 -0.144
H -4.701 -1.148 2.520 0.091
C -2.161 1.584 7.457 -0.038
C 5.459 0.304 3.283 -0.138
C 1.487 -5.117 -1.747 -0.016
F 3.811 6.509 -0.582 0.130
C -2.767 3.138 -1.494 -0.065
C 2.625 -5.817 -2.090 -0.073
H -3.996 7.294 2.544 0.087
O 0.437 -2.168 0.077 -0.195
C -1.737 2.552 -0.730 -0.295
H -5.584 -2.070 -3.317 0.078
H -3.231 -0.111 5.414 0.106
C -4.553 -2.412 -3.299 -0.070
C -1.599 0.361 2.518 -0.299
H -4.499 7.981 0.244 0.085
H -0.971 3.793 6.404 0.087
C -4.550 1.848 -2.633 -0.027
C 2.458 2.677 -6.901 -0.126
Ta -0.133 0.103 -0.104 1.569
C 4.426 0.686 2.445 -0.011
C -2.312 -2.459 2.130 -0.054
H -2.611 -3.507 2.156 0.092
C -5.385 5.514 1.063 -0.038
C 5.303 -0.597 -1.616 -0.238
C -3.385 6.471 2.179 -0.063
Se 0.056 2.394 1.467 1.289
H -4.771 -1.341 4.271 0.077
N -2.903 -3.574 -1.885 -0.126
H -4.399 -3.133 -4.100 0.074
C -2.220 1.678 -3.506 -0.059
C 2.616 1.552 -4.330 -0.122
C -1.327 2.268 4.034 -0.042
H -3.714 -5.875 -0.670 0.071
H 2.696 -2.218 2.359 0.124
F 0.314 1.716 -7.143 0.117
C -2.311 -2.551 4.598 -0.037
H -1.227 -2.483 4.665 0.094
C -1.060 1.618 2.845 -0.338
F 4.927 -0.066 -0.447 0.096
F 1.303 5.410 -0.694 0.118
H -4.722 -2.765 3.231 0.085
C -2.032 4.307 0.959 -0.042
C 3.659 5.219 -0.884 -0.124
H 4.959 -3.686 -0.896 0.098
H -1.075 1.536 7.490 0.091
O 1.153 -0.357 1.663 -0.114
F 7.136 -1.678 -0.575 0.119
C 4.772 4.420 -1.131 -0.128
S -2.093 -1.144 -1.277 0.803
C -3.938 5.979 0.836 -0.551
H -2.733 -2.194 5.532 0.073
C -3.119 4.825 0.273 -0.154
C -2.618 2.378 6.228 -0.557
C 3.877 -5.299 -1.799 -0.071
H -5.404 4.683 1.765 0.088
H -4.341 -2.280 -1.162 0.081
C -2.172 1.672 4.958 -0.163
C 4.608 3.079 -1.473 -0.218
H -3.408 5.681 2.928 0.077
H -2.548 0.569 7.446 0.076
H 0.508 -5.510 -1.965 0.099
H -1.227 -2.414 2.055 0.084
F 4.165 -0.655 -5.018 0.104
H 2.918 -2.423 -0.298 0.095